Record 1
Entry from the OMol25 dataset: a 4-piece molecular cluster, C4H16N6O4 overall at a distorted geometry (ωB97M-V/def2-TZVPD).

```
! wB97M-V def2-TZVPD RIJCOSX def2/J DEFGRID3
* xyz 0 1
H 0.841 -3.055 5.407
C 0.538 3.654 1.343
N -0.093 -3.912 3.645
O -0.036 2.487 1.858
H 0.685 1.856 1.912
C 0.684 -2.938 3.405
H 1.785 -1.821 4.522
C -2.941 -0.276 -0.883
O -3.315 -0.594 -2.020
H 0.810 3.510 0.297
H -0.547 -4.000 4.543
H -0.243 -4.636 2.958
N -2.857 1.019 -0.507
N 1.116 -2.576 4.562
H 1.466 3.863 1.873
H -1.828 -0.905 0.646
O 1.003 -2.452 2.321
H -2.567 -2.184 -0.284
C 2.040 0.422 -4.384
H 1.136 1.604 -5.739
H 1.176 0.513 -2.574
H -3.305 1.731 -1.068
N 1.962 1.044 -5.587
N -2.457 -1.199 -0.087
H 0.561 1.620 -3.853
O 2.862 -0.435 -4.099
H -2.219 1.309 0.220
N 1.193 0.916 -3.500
H -0.057 4.564 1.420
H 2.604 0.872 -6.348
*
```

Computed properties:
SMILES string: NC(N)=O.NC(N)=O.NC(N)=O.CO
LUMO, eV: 0.321

Now the Löwdin charges, all in e: 0.12 -0.18 0.15 -0.12 0.08 -0.81 0.12 -0.73 -0.01 0.07 0.12 0.13 0.15 0.15 0.08 0.10 0.02 0.12 -0.74 0.09 0.12 0.11 0.14 0.16 0.10 0.02 0.08 0.15 0.08 0.11

=====

Record 2
Entry from the OMol25 dataset: an isolated ion of composition C4H16N7O3 and charge +1 at a distorted geometry (ωB97M-V/def2-TZVPD).

```
! wB97M-V def2-TZVPD RIJCOSX def2/J DEFGRID3
* xyz 1 1
H 2.609 0.093 1.584
N 0.807 2.225 -0.398
H 1.760 2.323 -0.102
N 0.885 -2.290 1.299
C 0.937 -0.042 0.370
N -0.736 -1.720 -0.199
H -0.437 -0.996 2.909
N 1.714 -0.443 -0.787
H -0.337 -2.532 -0.689
C 0.048 1.117 -0.268
H 0.438 -3.104 1.486
H 0.129 0.113 -2.023
H -2.069 1.420 -0.013
H -1.214 0.888 1.281
C 0.062 -1.268 0.905
N 1.714 0.583 1.409
H -1.074 2.431 0.894
H 1.254 0.801 2.317
H -1.653 -1.981 0.013
H 1.544 -2.201 2.054
O -2.796 0.693 -1.326
H 2.390 -1.187 -0.729
H 0.466 2.896 -1.050
N -1.208 1.537 0.572
N -0.488 0.724 -1.548
H 2.074 0.345 -1.211
H -2.538 0.160 -3.641
O -1.729 -0.204 -3.191
O -0.733 -0.756 2.035
C -1.819 0.376 -1.953
*
```

Computed properties:
SMILES string: NC(N)(O)C(N)(N)[C@](N)([NH3+])NC(=O)O
LUMO, eV: -2.568

Now the Löwdin charges, all in e: 0.11 0.12 0.11 0.14 -0.43 0.14 0.10 0.12 0.13 -0.45 0.07 0.10 0.12 0.07 -0.57 0.09 0.13 0.11 0.08 0.11 0.10 0.11 0.12 0.32 0.13 0.06 0.16 0.12 -0.01 -0.52

=====

Record 3
Entry from the OMol25 dataset: a 3-piece molecular cluster, C4H16N8 overall at a distorted geometry (ωB97M-V/def2-TZVPD).

```
! wB97M-V def2-TZVPD RIJCOSX def2/J DEFGRID3
* xyz 2 1
C 0.458 -0.647 -0.029
H -0.695 -1.522 -2.479
H 1.950 0.158 2.613
C -0.066 0.269 1.999
C -0.815 -2.414 -4.284
N -0.540 -0.302 0.785
N -1.501 -2.997 -5.300
H -0.184 2.916 1.252
H -0.765 0.068 2.810
H 1.349 -1.251 -1.666
N 0.407 -0.934 -1.295
N -0.492 2.838 3.354
H 0.257 -2.144 -4.311
C 0.267 2.633 2.245
N 1.632 -0.576 0.723
N -1.399 -2.094 -3.133
N 1.232 -0.388 2.076
H 2.556 -0.948 0.370
H -1.485 2.925 3.179
H 1.187 -1.351 2.479
N 1.611 2.658 2.381
H -2.477 -3.003 -5.413
H -2.421 -2.030 -3.109
H 1.888 2.821 3.388
H -1.494 -0.419 0.541
H -1.026 -3.272 -6.205
H 2.007 3.320 1.797
H -0.234 2.934 4.263
*
```

Computed properties:
LUMO, eV: -5.310

Now the Löwdin charges, all in e: -0.48 0.08 0.19 -0.17 -0.15 0.08 0.16 0.17 0.12 0.09 0.08 0.13 0.16 -0.24 0.09 0.13 0.05 0.21 0.13 0.20 0.09 0.11 0.14 0.15 0.15 0.17 0.09 0.08

=====

Record 4
Entry from the OMol25 dataset: a 3-piece molecular cluster, C4H16NO2 overall at a distorted geometry (ωB97M-V/def2-TZVPD).

```
! wB97M-V def2-TZVPD RIJCOSX def2/J DEFGRID3
* xyz 0 2
H 0.792 -1.036 -0.170
H -1.942 -1.573 -3.253
O -3.409 1.667 -1.053
H -4.172 1.264 -1.501
H -3.061 2.389 -1.601
N -1.245 0.551 0.207
C 2.718 -1.176 1.756
H 0.350 1.877 0.597
C 1.665 -0.084 1.538
C 1.192 -0.074 0.091
H 0.332 1.472 -1.133
H 3.559 -0.996 1.115
H -1.175 0.048 1.109
H -1.467 -0.160 -0.495
H 2.315 -2.140 1.480
O -1.573 -1.727 -2.376
C 0.222 1.074 -0.148
H 0.808 -0.033 2.208
H -1.263 -2.640 -2.367
H -1.985 1.318 0.131
H 2.038 0.058 -0.612
H 2.090 0.916 1.705
H 3.211 -0.996 2.774
*
```

Computed properties:
LUMO (spin up / spin down), eV: 0.791 / 0.550

Now the Löwdin charges, all in e: 0.09 0.02 -0.18 0.02 0.00 0.10 -0.11 0.09 -0.30 -0.26 0.08 0.06 0.07 0.07 0.07 -0.12 -0.20 0.08 0.02 0.08 0.12 0.11 0.10

=====

Record 5
Entry from the OMol25 dataset: a 3-piece molecular cluster, C4H16NO2 overall at a distorted geometry (ωB97M-V/def2-TZVPD).

```
! wB97M-V def2-TZVPD RIJCOSX def2/J DEFGRID3
* xyz 1 1
O -0.463 -1.017 -2.194
C 1.878 0.407 1.015
H 1.667 -0.351 0.242
H -0.526 -3.971 -2.788
C 0.660 1.071 1.672
H 2.320 -0.268 1.749
H 1.094 3.212 1.711
C 1.141 2.351 2.401
H 0.242 1.787 -0.207
N -1.073 0.181 0.179
H -1.112 -0.457 0.984
O -1.309 -3.460 -2.543
H -0.128 -0.468 -2.904
H -0.627 -0.366 -0.600
H -1.123 2.219 0.874
H 2.230 2.366 2.465
H 2.502 1.167 0.556
H -2.055 0.269 -0.033
H -1.151 -1.684 -2.350
H 0.218 0.431 2.434
C -0.399 1.459 0.610
H -1.966 -3.794 -3.176
H 0.576 2.559 3.299
*
```

Computed properties:
LUMO, eV: -2.965

Now the Löwdin charges, all in e: -0.06 -0.07 0.08 0.07 -0.41 0.09 0.09 -0.06 0.13 0.17 0.16 -0.05 0.07 0.10 0.13 0.08 0.09 0.16 0.03 0.13 -0.11 0.08 0.08

=====

Record 6
Entry from the OMol25 dataset: a 3-piece molecular cluster, C4H16NO2 overall at a distorted geometry (ωB97M-V/def2-TZVPD).

```
! wB97M-V def2-TZVPD RIJCOSX def2/J DEFGRID3
* xyz 1 1
O -1.672 -0.562 -1.434
H -1.661 -0.548 -2.396
O -1.658 -3.860 -1.058
C 1.100 1.633 0.550
H 1.131 2.381 1.364
N -0.070 0.637 0.688
H 3.041 1.344 -0.280
H -0.129 -0.047 -0.095
H -0.903 -0.886 1.911
H -1.436 -4.239 -0.187
C 2.413 0.854 0.458
H 2.366 -0.212 0.262
H 0.891 -0.471 2.258
C 0.725 2.472 -0.688
C -0.088 -0.157 1.922
H -2.334 -1.226 -1.198
H 1.471 2.470 -1.490
H -0.085 2.068 -1.306
H 0.315 3.462 -0.429
H -2.180 -4.611 -1.378
H 2.920 0.928 1.408
H -0.301 0.546 2.744
H -0.874 1.255 0.655
*
```

Computed properties:
LUMO, eV: -2.764

Now the Löwdin charges, all in e: -0.05 0.06 -0.07 -0.32 0.16 0.00 0.09 0.15 0.11 0.05 -0.04 0.09 0.10 -0.04 -0.01 0.05 0.09 0.08 0.10 0.05 0.08 0.11 0.16

=====

Record 7
Entry from the OMol25 dataset: a 6-piece molecular cluster, C4H16NO2 overall at a distorted geometry (ωB97M-V/def2-TZVPD).

```
! wB97M-V def2-TZVPD RIJCOSX def2/J DEFGRID3
* xyz 1 1
H 1.985 0.069 0.104
H 0.543 1.667 -3.025
C 0.675 -1.248 0.742
H -1.050 -2.110 -1.299
N 1.869 -0.942 -0.007
H 0.583 -2.384 0.770
H -2.366 0.263 0.527
H 2.630 -1.483 0.404
O 0.329 1.220 -2.202
H -1.399 -0.063 2.011
C -0.593 -0.909 0.138
H -0.176 2.634 2.556
O 1.636 1.709 -0.088
H 0.896 -0.887 1.794
H -1.900 -0.672 -1.576
H 0.009 0.308 -0.432
H 1.659 2.528 0.425
C -0.902 -1.007 -1.329
C -1.716 -0.455 1.033
H -1.135 2.404 1.588
H -2.361 -1.300 1.327
H 0.944 1.329 -1.406
H -0.160 -0.672 -2.055
*
```

Computed properties:
LUMO, eV: -8.670

Now the Löwdin charges, all in e: 0.02 0.07 -0.24 0.17 0.09 0.21 0.10 0.12 -0.12 0.08 -0.26 0.09 -0.18 0.18 0.12 0.31 0.02 0.00 -0.03 0.06 0.13 -0.03 0.09

=====

Record 8
Entry from the OMol25 dataset: a 3-piece molecular cluster, C4H16NO2 overall at a distorted geometry (ωB97M-V/def2-TZVPD).

```
! wB97M-V def2-TZVPD RIJCOSX def2/J DEFGRID3
* xyz 1 1
H 1.684 1.868 -3.984
C 0.317 -1.772 0.694
H -0.160 0.613 -3.168
H 1.131 -0.009 -0.017
N 0.147 -0.294 0.281
H -1.069 1.251 0.948
H -1.591 0.130 -2.761
C 0.815 1.612 1.814
H -1.586 -2.340 0.233
H -1.031 -3.572 1.228
H 1.007 -1.752 1.495
C -0.265 0.608 1.472
H 0.721 -2.206 -0.260
O 0.737 2.039 -3.679
C -0.984 -2.439 1.156
H 1.321 2.020 1.003
H -0.618 -0.053 2.305
H 1.331 1.129 2.630
H -0.619 -0.174 -0.531
H -1.474 -2.099 2.124
H 0.257 2.361 2.332
H 0.670 2.754 -2.971
O -0.742 0.327 -2.342
*
```

Computed properties:
LUMO, eV: -2.903

Now the Löwdin charges, all in e: 0.11 -0.18 0.08 0.18 0.00 0.15 0.06 -0.06 0.08 0.11 0.10 -0.18 0.15 -0.10 -0.08 0.07 0.13 0.09 0.16 0.10 0.08 0.10 -0.13

=====

Record 9
Entry from the OMol25 dataset: a 3-piece molecular cluster, C4H16NO2 overall at a distorted geometry (ωB97M-V/def2-TZVPD).

```
! wB97M-V def2-TZVPD RIJCOSX def2/J DEFGRID3
* xyz 1 1
H 1.450 -3.270 0.376
C -0.962 -0.333 -1.226
H 3.476 2.707 0.732
H 0.655 1.128 -1.540
C 0.503 0.158 -1.119
H -3.299 0.869 1.238
H 1.808 0.891 0.440
H -2.893 0.098 -0.953
H 0.932 -0.535 0.743
H 4.051 1.411 1.257
H 0.142 0.803 0.899
O 0.581 -3.103 -0.124
H -1.528 1.141 1.609
C -2.017 0.519 -0.506
H -1.951 1.570 -0.814
O 3.404 1.721 0.630
N 0.888 0.320 0.359
C -2.231 0.494 0.954
H -1.232 -0.297 -2.304
H 0.098 -3.803 0.222
H -0.928 -1.373 -0.819
H 1.260 -0.587 -1.523
H -2.205 -0.528 1.470
*
```

Computed properties:
LUMO, eV: -3.010

Now the Löwdin charges, all in e: 0.10 -0.18 0.10 0.11 -0.12 0.12 0.14 0.10 0.08 0.06 0.13 -0.05 0.08 -0.29 0.13 -0.05 0.19 -0.15 0.13 0.01 0.10 0.15 0.10

=====

Repeat the second record exactly.
Entry from the OMol25 dataset: an isolated ion of composition C4H16N7O3 and charge +1 at a distorted geometry (ωB97M-V/def2-TZVPD).

```
! wB97M-V def2-TZVPD RIJCOSX def2/J DEFGRID3
* xyz 1 1
H 2.609 0.093 1.584
N 0.807 2.225 -0.398
H 1.760 2.323 -0.102
N 0.885 -2.290 1.299
C 0.937 -0.042 0.370
N -0.736 -1.720 -0.199
H -0.437 -0.996 2.909
N 1.714 -0.443 -0.787
H -0.337 -2.532 -0.689
C 0.048 1.117 -0.268
H 0.438 -3.104 1.486
H 0.129 0.113 -2.023
H -2.069 1.420 -0.013
H -1.214 0.888 1.281
C 0.062 -1.268 0.905
N 1.714 0.583 1.409
H -1.074 2.431 0.894
H 1.254 0.801 2.317
H -1.653 -1.981 0.013
H 1.544 -2.201 2.054
O -2.796 0.693 -1.326
H 2.390 -1.187 -0.729
H 0.466 2.896 -1.050
N -1.208 1.537 0.572
N -0.488 0.724 -1.548
H 2.074 0.345 -1.211
H -2.538 0.160 -3.641
O -1.729 -0.204 -3.191
O -0.733 -0.756 2.035
C -1.819 0.376 -1.953
*
```

Computed properties:
SMILES string: NC(N)(O)C(N)(N)[C@](N)([NH3+])NC(=O)O
LUMO, eV: -2.568

Now the Löwdin charges, all in e: 0.11 0.12 0.11 0.14 -0.43 0.14 0.10 0.12 0.13 -0.45 0.07 0.10 0.12 0.07 -0.57 0.09 0.13 0.11 0.08 0.11 0.10 0.11 0.12 0.32 0.13 0.06 0.16 0.12 -0.01 -0.52